The following is a quantum chemistry calculation of a cluster of 2 separate species, C3H12N3 in total at a distorted geometry, from the OMol25 dataset.

The geometry in XYZ format:
```
18
Properties=species:S:1:pos:R:3:forces:R:3:lowdin_charge:R:1
C 1.057 -1.104 -1.466 -0.1 0.7 -0.8 -0.172
C -0.233 -1.852 -1.832 0.4 0.7 0.6 -0.138
H 0.960 -0.066 -1.815 0.0 -0.1 -0.1 0.058
H 1.898 -1.515 -2.022 0.1 0.0 0.2 0.077
H 1.351 -1.011 -0.422 -0.1 -0.6 0.2 0.024
H -0.405 -1.643 -2.885 -0.1 -0.4 -0.1 0.073
H -0.156 -2.915 -1.628 -0.1 -0.1 -0.2 0.070
H -1.087 -1.440 -1.291 -0.1 -0.1 0.0 0.057
N 0.485 1.819 0.478 -0.7 -0.3 0.0 0.213
C -0.259 1.203 1.419 0.1 0.3 -0.6 -0.462
N -1.340 1.819 1.887 -0.2 0.1 -0.1 0.214
N 0.100 0.024 1.906 -0.2 -0.1 0.1 0.227
H -0.023 2.445 -0.139 0.3 0.0 0.2 0.139
H 1.156 1.246 -0.009 0.3 0.0 0.0 0.100
H -1.639 2.697 1.497 0.2 0.1 0.0 0.137
H -2.070 1.289 2.327 0.0 -0.1 0.3 0.135
H -0.445 -0.383 2.648 0.1 0.0 0.1 0.140
H 0.650 -0.611 1.350 0.2 0.1 0.1 0.108
```
Forces are in eV/Å.

As for the LUMO energy: -3.3 eV. Its charge is +1. For the total energy, the calculation gives -7770.4488 eV. For the energy relative to the best compared isomer or geometry (same formula, charge and spin), the calculation gives 0.1817 eV. The calculation puts the largest force on an atom at 1.0 eV/A.